Record 1
Entry from OMol25: an isolated molecule of C21H28N4O4 (ωB97M-V/def2-TZVPD).

```
57
Properties=species:S:1:pos:R:3:forces:R:3
C 8.0218 -1.5677 3.7041 0.096 0.079 -0.016
H 8.1776 -0.7662 2.9708 0.011 -0.011 0.038
O 6.8303 -2.2681 3.4489 -0.240 -0.235 0.027
C 6.8247 -2.8919 2.1845 0.208 -0.055 -0.123
H 6.8010 -2.1378 1.3784 0.012 -0.052 0.068
C 5.6367 -3.8418 2.0157 0.407 0.206 0.187
O 5.8257 -4.9837 1.6405 0.232 -0.232 -0.174
N 4.4052 -3.3615 2.2746 -0.376 -0.051 0.168
C 4.0533 -1.9984 2.5900 0.043 0.462 -0.188
H 4.9473 -1.4152 2.7928 -0.119 -0.046 0.041
C 3.2483 -1.3865 1.4413 -0.338 -0.092 0.151
H 2.9761 -0.3583 1.6830 0.015 0.034 -0.011
H 3.8504 -1.3730 0.5304 0.021 0.014 -0.029
C 1.9948 -2.2294 1.1766 0.443 -0.150 0.130
C 2.4109 -3.6751 0.8985 -0.188 0.269 0.215
C 3.2533 -4.2124 2.0540 -0.070 -0.314 -0.247
H 3.6196 -5.2148 1.8283 -0.118 0.129 0.108
H 2.6560 -4.2432 2.9721 0.027 -0.030 -0.002
H 1.5242 -4.2939 0.7606 -0.030 -0.018 -0.024
H 2.9905 -3.7003 -0.0251 0.028 -0.017 -0.047
O 1.2909 -1.7743 0.0344 -0.144 0.044 -0.142
C 0.4982 -0.6722 0.1053 -0.145 0.157 -0.204
C -0.0873 -0.2845 -1.1032 0.147 -0.182 0.074
C -0.9295 0.8033 -1.1658 -0.007 0.036 0.185
C -1.2133 1.5412 -0.0179 0.223 -0.118 0.219
C -0.6150 1.1624 1.1779 -0.183 0.168 -0.203
C 0.2280 0.0699 1.2513 0.192 -0.267 0.073
H 0.6633 -0.1879 2.2041 0.059 -0.050 0.057
H -0.8231 1.7490 2.0602 -0.009 0.056 0.059
C -2.0983 2.7413 -0.0001 -0.017 -0.031 -0.165
O -2.0230 3.5927 0.8700 -0.018 0.110 0.169
N -2.9863 2.8233 -1.0125 -0.275 -0.013 -0.314
H -3.1409 2.0647 -1.6578 0.108 -0.094 0.132
C -3.9472 3.8963 -1.1033 0.272 0.216 0.275
C -5.0434 3.5216 -2.0398 -0.295 -0.203 -0.322
N -5.0161 2.3864 -2.7228 0.673 -0.108 0.366
N -6.1249 2.3677 -3.4641 -0.214 0.493 0.156
C -6.8758 3.4763 -3.2757 0.139 0.143 0.171
C -6.2015 4.2505 -2.3543 -0.043 -0.178 -0.149
H -6.4964 5.2015 -1.9617 -0.133 0.226 0.056
C -8.1596 3.6960 -3.9870 0.024 -0.074 -0.021
H -8.5881 4.6472 -3.6851 -0.051 0.022 -0.020
H -8.0065 3.7076 -5.0664 -0.070 0.031 -0.063
H -8.8705 2.9025 -3.7556 -0.099 0.006 -0.025
C -6.4026 1.2603 -4.3291 -0.110 -0.307 -0.263
H -6.4624 1.5869 -5.3697 0.013 -0.046 0.033
H -7.3450 0.7814 -4.0546 0.051 -0.012 -0.023
H -5.5905 0.5445 -4.2221 -0.065 0.057 -0.007
H -3.4530 4.8136 -1.4552 -0.130 -0.093 0.104
H -4.3456 4.1139 -0.1039 0.060 -0.003 -0.176
H -1.3433 1.0880 -2.1219 -0.036 0.017 -0.097
H 0.1430 -0.8615 -1.9852 0.029 -0.055 -0.105
H 1.3374 -2.2104 2.0585 0.039 0.004 -0.083
H 3.4421 -2.0042 3.5008 0.086 0.051 0.021
H 7.7296 -3.5007 2.0523 -0.205 0.054 -0.018
H 7.9201 -1.1370 4.6980 0.086 0.030 -0.029
H 8.8888 -2.2380 3.6820 -0.017 0.023 0.007
```
Positions in Å, forces in eV/Å.

Values from the calculation:
- ΔE to the lowest compared entry with this formula, charge and spin: 77.32 kcal per mole
- Kohn-Sham gap: 9.20 eV
- 2S+1: 1
- Structure (SMILES): COCC(=O)N1CCC(Oc2ccc(C(=O)NCc3cc(C)n(C)n3)cc2)CC1

Record 2
Entry from OMol25: a cluster of 2 separate species, C6H14N2O2 in total at a distorted geometry (ωB97M-V/def2-TZVPD).

```
24
Properties=species:S:1:pos:R:3:forces:R:3
C -4.1412 -0.9475 1.0207 -1.061 2.087 -1.189
C -3.3154 0.8336 -0.5552 0.901 -0.995 -0.369
C 3.1366 -0.2185 -1.5813 -2.426 0.549 -0.030
C 3.2160 0.8018 0.9006 1.541 0.090 0.895
C -3.5141 -0.4282 -0.2452 0.310 -1.978 -0.808
C 2.4601 0.3954 -0.3092 -0.387 -3.015 -1.811
N 0.2470 -0.4887 0.3805 -10.343 -0.592 2.075
N 1.4612 -0.7421 0.1805 9.105 4.754 -2.742
O -0.1813 0.8337 0.3255 2.076 -0.355 0.137
O 1.9186 -1.9041 0.2943 -0.540 -1.564 0.573
H -4.8248 -0.1337 1.4479 0.793 -1.463 -0.359
H -4.6349 -1.8751 0.7517 -0.247 -0.081 0.677
H -3.2800 -1.0688 1.6203 0.543 -0.719 1.365
H -1.0364 0.8619 0.8003 0.423 -0.690 -0.474
H -2.7051 1.0619 -1.4051 -0.006 0.455 -0.361
H -3.5204 1.5425 0.1885 -0.646 1.407 0.573
H 2.2117 -0.6602 -2.0652 1.450 0.065 0.057
H 3.4699 0.5569 -2.2583 0.214 0.372 0.020
H 3.9089 -0.9267 -1.4779 0.725 -0.991 0.468
H 2.4306 1.1248 1.5896 0.742 0.567 0.338
H 4.0733 1.4776 0.7276 -1.056 0.756 -0.216
H 3.8577 0.0402 1.4145 -1.284 -0.388 -0.620
H -3.1034 -1.2707 -0.8913 -0.579 1.316 0.533
H 1.8651 1.1342 -0.8538 -0.248 0.414 1.269
```
Positions in Å, forces in eV/Å.

Values from the calculation:
- ΔE to the lowest compared entry with this formula, charge and spin: 48.88 kcal per mole
- Kohn-Sham gap (alpha / beta): 7.21 / 8.37 eV
- Expectation value of S²: 2.008
- 2S+1: 3

Record 3
Entry from OMol25: a structure of composition C19H57F6N13O16S2Y at a distorted geometry (ωB97M-V/def2-TZVPD).

```
114
Properties=species:S:1:pos:R:3:forces:R:3
Y -2.6011 -10.1338 -25.5658 -0.127 -0.212 -0.330
C -8.2247 -14.1004 -29.6991 -1.398 1.329 0.769
F -8.5241 -15.0248 -28.7542 1.061 1.134 -1.073
F -8.6740 -14.5358 -30.8703 0.285 0.281 0.482
F -8.9400 -12.9313 -29.3416 1.682 -2.122 -0.827
S -6.3365 -13.6632 -29.9198 1.507 0.215 0.140
O -6.1380 -12.8008 -31.0859 -1.139 -1.120 0.383
O -5.8828 -12.8787 -28.7725 -0.841 0.073 0.663
O -5.6099 -14.9251 -29.9157 -1.103 0.306 -0.431
C -10.2065 -7.9018 -23.9313 -1.039 -2.188 0.126
F -9.6433 -6.8038 -24.2579 1.325 1.864 0.258
F -11.2670 -7.6724 -23.1334 0.914 -0.281 -0.269
F -10.6467 -8.4360 -25.0808 -0.053 -0.574 0.410
S -8.9887 -9.1689 -23.0767 0.277 -0.112 1.150
O -8.4889 -8.4929 -21.8515 -0.837 -0.668 -1.649
O -9.7993 -10.3659 -22.7840 0.857 1.514 -0.585
O -7.8608 -9.4313 -23.9968 -1.292 0.376 0.468
C -13.1382 -12.0841 -34.9236 0.271 -0.119 -0.135
C -14.5452 -12.5959 -34.6591 -0.292 0.436 0.297
C -15.4313 -11.4592 -34.3130 -0.479 1.974 0.776
O -15.3033 -11.0448 -32.9520 1.005 0.619 0.293
C -15.8867 -9.7550 -32.6864 -1.802 -1.723 -0.474
N -15.0390 -13.1643 -35.8837 -0.182 -1.124 -0.600
H -12.4683 -12.8817 -35.2446 0.243 -0.162 0.686
H -12.7761 -11.4575 -34.1086 0.278 -0.446 0.180
H -13.1255 -11.4533 -35.8125 -0.557 0.198 -0.035
H -14.7066 -13.2700 -33.8178 0.865 -0.443 0.248
H -16.4881 -11.6907 -34.4460 -0.183 -0.081 -0.462
H -15.1060 -10.6308 -34.9423 -0.518 0.313 -0.348
H -16.8986 -9.8490 -33.0806 -0.399 0.372 -0.413
H -15.4748 -8.8675 -33.1667 0.728 -0.216 0.245
H -16.1311 -9.6887 -31.6262 0.983 0.252 0.109
H -14.7267 -14.1247 -35.8992 0.337 -0.196 -0.516
H -16.0437 -13.2637 -35.9118 -0.293 0.336 0.144
C -3.0974 -15.0197 -41.7852 -0.361 -0.005 -0.064
C -4.5831 -15.1608 -41.5369 -0.561 -1.820 2.063
C -5.0440 -14.9845 -40.0377 0.588 -1.725 0.604
O -4.4131 -16.0463 -39.2959 -0.542 0.191 0.127
C -4.4499 -15.9297 -37.8568 0.761 0.794 -1.683
N -5.3068 -14.2902 -42.3432 -0.231 2.051 -0.799
H -2.9658 -14.9645 -42.8658 0.173 -0.363 -0.020
H -2.5805 -15.8734 -41.3468 0.221 0.294 -0.071
H -2.7220 -14.0665 -41.4130 0.112 -0.034 0.362
H -4.9226 -16.1685 -41.7763 0.325 -0.356 0.047
H -6.1130 -15.1579 -39.9146 -0.400 0.015 -0.611
H -4.8943 -14.0082 -39.5767 0.698 0.350 -0.158
H -5.4287 -15.7248 -37.4231 -0.290 -0.417 -0.203
H -3.8474 -15.0357 -37.6963 0.298 -0.068 0.878
H -3.9758 -16.8465 -37.5063 -0.182 0.281 0.311
H -4.8961 -13.4113 -42.0623 -0.425 0.984 -0.739
H -6.2914 -14.2417 -42.1234 -0.188 -0.167 -0.042
C -8.5106 -26.5379 -34.8853 0.138 0.716 -0.318
C -7.2324 -25.8881 -34.3073 -0.721 1.231 -0.659
C -7.4711 -24.6165 -33.3670 0.188 0.745 0.032
O -6.2641 -23.9093 -32.8732 0.366 -2.736 -0.488
C -6.3332 -22.6220 -32.3046 -1.918 -0.314 -0.981
N -6.5283 -26.9418 -33.6544 0.401 0.376 1.013
H -8.2091 -27.3260 -35.5754 0.229 0.191 -0.175
H -9.1221 -25.8192 -35.4310 -0.114 -0.062 0.023
H -9.1308 -27.0795 -34.1711 0.004 0.400 0.484
H -6.6126 -25.5670 -35.1445 -0.061 0.306 -0.156
H -8.0391 -24.9580 -32.5016 -0.109 -0.035 0.241
H -8.0684 -23.8668 -33.8859 -0.203 -0.041 -0.254
H -6.4292 -21.9722 -33.1744 0.565 0.849 0.312
H -5.5264 -22.4109 -31.6027 0.234 -0.231 -0.513
H -7.2708 -22.4869 -31.7654 -0.176 -0.060 0.361
H -7.2461 -27.3842 -33.0984 0.159 -0.575 0.455
H -6.0017 -26.3774 -33.0029 1.015 -0.754 0.621
O -1.2649 -14.3370 -25.7725 -0.174 0.521 0.111
H -0.7432 -14.9020 -26.3424 0.210 -0.129 -0.271
H -1.5958 -14.9227 -25.0916 -0.087 -0.184 0.176
O -5.4360 -9.2793 -35.3821 0.186 0.044 -0.135
H -5.4780 -9.9239 -34.6757 0.015 -0.196 0.183
H -6.2639 -8.8028 -35.3216 -0.206 0.135 -0.039
C -10.5706 -17.3379 -23.1218 -2.659 -3.446 -1.032
O -10.6138 -18.4605 -23.6386 0.347 0.600 0.084
N -9.5338 -16.6486 -22.8647 6.366 1.858 0.096
N -11.6204 -16.6908 -22.6826 -3.619 0.957 0.709
H -8.6738 -17.0391 -23.2224 0.083 0.415 0.231
H -9.5481 -15.7020 -22.5128 0.140 -0.431 -0.197
H -12.5246 -17.1331 -22.7661 0.143 0.445 0.138
H -11.4773 -15.7686 -22.2963 -0.810 -0.379 -0.035
C -13.0497 -20.0935 -34.9841 -0.340 2.830 -1.980
O -13.3523 -19.4920 -36.0066 0.516 0.609 0.057
N -12.3895 -19.5869 -33.9397 1.450 2.712 1.399
N -13.3182 -21.3329 -34.8161 -1.437 -4.908 0.816
H -12.2322 -18.5938 -34.0347 0.036 -0.106 0.207
H -12.4749 -19.9035 -32.9844 -0.061 -0.181 -0.392
H -13.9435 -21.7474 -35.4923 0.031 -0.098 0.360
H -13.3591 -21.5918 -33.8407 -0.192 -0.851 -0.453
C 0.7806 -11.1472 -31.0811 -2.719 -0.019 1.951
O 0.0521 -10.7519 -30.1959 -0.813 1.280 1.190
N 2.0356 -11.0183 -31.1722 6.593 1.724 0.678
N 0.3626 -11.8552 -32.0727 -3.426 -2.469 -3.451
H 2.4418 -10.2373 -30.6771 0.409 -0.434 -0.040
H 2.4414 -11.3449 -32.0375 0.475 0.689 0.446
H -0.6293 -11.7344 -32.2203 0.170 -0.979 -0.427
H 0.9812 -12.4565 -32.5978 -0.752 0.227 -0.196
C 1.5206 -18.3772 -30.0344 0.590 1.202 3.640
O 1.6311 -17.6099 -29.0992 0.529 1.149 0.632
N 0.5388 -18.4175 -30.8400 -5.033 0.658 -4.001
N 2.2866 -19.3929 -30.2748 4.541 -4.218 -0.210
H -0.2278 -17.7627 -30.7802 0.258 -0.278 -0.110
H 0.5642 -19.1581 -31.5263 -0.747 0.682 -0.110
H 3.0645 -19.6412 -29.6805 -0.241 0.484 0.068
H 1.9912 -20.1697 -30.8488 0.065 0.349 0.114
C -5.9010 -6.1239 -29.5229 -2.689 -2.145 -0.207
O -5.2957 -6.8060 -28.7861 2.301 -3.459 3.868
N -5.4799 -5.0095 -29.9108 2.523 5.945 -2.371
N -7.1226 -6.3882 -30.0016 -2.792 -1.285 -0.923
H -6.0034 -4.5596 -30.6481 0.661 0.754 0.512
H -4.6478 -4.6687 -29.4507 -0.088 0.283 -0.766
H -7.6979 -7.0864 -29.5526 0.404 -0.082 -0.391
H -7.3595 -6.1074 -30.9425 -0.234 -0.091 0.386
```
Positions in Å, forces in eV/Å.

Values from the calculation:
- Kohn-Sham gap: 0.91 eV
- Net charge: +1
- 2S+1: 1

Record 4
Entry from OMol25: the ion C5H10N3O with charge +1 at a distorted geometry (ωB97M-V/def2-TZVPD).

```
19
Properties=species:S:1:pos:R:3:forces:R:3
C -1.8310 -0.5566 0.0525 -0.887 0.592 0.045
C 0.6733 -0.9529 -0.0071 -1.371 -1.475 -0.540
C 1.8891 1.2802 0.1496 0.371 -2.863 -1.422
C 1.7965 -1.9956 0.0744 -3.391 -0.102 -2.907
C -2.3318 1.7969 -0.0955 -0.267 2.923 -2.109
N 0.9407 0.2723 -0.1122 -1.671 0.393 -0.405
N -0.6411 -1.3773 0.0393 -0.607 0.640 -0.241
N -1.6603 0.7393 0.4494 2.607 -1.606 0.598
O -2.9575 -0.9952 -0.1157 1.744 -0.306 -0.053
H 1.9620 1.2797 1.1653 1.181 0.358 2.862
H 1.5653 2.1974 -0.1719 -0.769 2.240 -1.207
H 2.7406 0.9122 -0.4419 0.439 0.660 0.435
H 2.6634 -1.6326 -0.2700 3.488 2.095 -0.267
H 1.7272 -2.7839 -0.6956 -1.079 -0.154 0.711
H 1.7493 -2.2975 1.0408 0.435 -1.406 2.836
H -1.5693 2.6779 -0.3768 -1.416 -1.248 1.905
H -3.1306 2.0235 0.7356 1.199 0.471 -1.968
H -2.6232 1.7108 -1.1949 -0.891 -0.712 1.578
H -0.9629 -2.2988 -0.2255 0.883 -0.498 0.151
```
Positions in Å, forces in eV/Å.

Values from the calculation:
- ΔE to the lowest compared entry with this formula, charge and spin: 125.97 kcal per mole
- Kohn-Sham gap (alpha / beta): 8.39 / 7.08 eV
- Net charge: +1
- 2S+1: 1

Record 5
Entry from OMol25: an isolated molecule of CHN3O3 at a distorted geometry (ωB97M-V/def2-TZVPD).

```
8
Properties=species:S:1:pos:R:3:forces:R:3
C 1.9262 -0.0360 0.0109 -2.036 1.158 -0.205
N 0.9698 0.6248 0.3524 -1.193 0.064 0.330
N -0.3869 0.6083 0.1567 0.449 -1.477 0.034
N -1.2539 -0.5125 -0.0134 0.119 1.969 -1.027
O 2.9468 -0.4488 -0.2861 1.886 -1.228 -0.235
O -0.8707 -1.6543 -0.1321 0.093 1.232 0.603
O -2.3744 -0.0283 -0.1554 -0.032 -1.569 0.267
H -0.9568 1.4467 0.0670 0.714 -0.150 0.234
```
Positions in Å, forces in eV/Å.

Values from the calculation:
- ΔE to the lowest compared entry with this formula, charge and spin: 26.55 kcal per mole
- Kohn-Sham gap: 10.10 eV
- 2S+1: 1
- Structure (SMILES): O=C=NN[N+](=O)[O-]

Calculated total energy (eV), listed in the same order as above: -36382.18304 -13515.54302 -111754.86776 -11853.31714 -11660.68262